Record 1
Density functional theory data (ωB97M-V/def2-TZVPD) for a molecular structure, C5H7NO2S.

As for the net charge: 0. As for the energy relative to the best compared isomer or geometry (same formula, charge and spin): 317.23 kJ/mol. The value obtained for the LUMO energy is 0.55 eV. For the orbital gap, the calculation gives 9.438 eV.

Positions of all 16 atoms, in Å:
1 S -0.2464 -2.0941 0.2319
2 O 3.4122 -0.5447 -0.0155
3 O 2.4902 1.5121 0.0421
4 N -0.1483 0.4823 0.9920
5 C 0.5369 -0.3774 0.0587
6 C -1.4485 -0.9026 -0.3762
7 C 2.5345 0.2049 -0.0199
8 C -0.3982 -0.1621 -1.1490
9 C -1.5515 0.1529 0.7505
10 H -0.4897 0.9206 -1.5315
11 H -2.2815 -1.4125 -0.8348
12 H 1.4861 1.7243 -0.0648
13 H -1.8361 1.1196 0.2682
14 H 0.0283 0.5520 1.9826
15 H -0.0518 -0.7954 -1.9234
16 H -2.0362 -0.3798 1.5891

=====

Record 2
Density functional theory data (ωB97M-V/def2-TZVPD) for C5H10S in the gas phase.

As for the net charge: 0. As for the energy relative to the best compared isomer or geometry (same formula, charge and spin): 107.34 kJ/mol. The value obtained for the LUMO energy is 0.10 eV. For the orbital gap, the calculation gives 8.663 eV.

Positions of all 16 atoms, in Å:
1 S 2.1951 -0.4428 0.0757
2 C 0.0016 1.8501 -0.1241
3 C 0.6519 -0.7239 -0.0873
4 C -2.5126 -0.9041 -0.1843
5 C -0.3306 0.3844 -0.2180
6 C -1.6479 0.1311 0.5055
7 H 0.2171 -1.7405 -0.1998
8 H -3.3972 -1.0184 0.4504
9 H -2.2299 1.1125 0.5092
10 H 1.0227 2.0795 -0.4583
11 H -2.7382 -0.5879 -1.1813
12 H -2.0909 -1.9338 -0.2643
13 H -0.7393 2.4616 -0.6219
14 H 0.0473 2.2100 0.9464
15 H -1.5686 -0.1856 1.5586
16 H -0.6179 0.2615 -1.3000

=====

Record 3
Density functional theory data (ωB97M-V/def2-TZVPD) for 2 unconnected molecules or ions with the total composition CH3N2O2.

As for the net charge: -1. As for the energy relative to the best compared isomer or geometry (same formula, charge and spin): 507.81 kJ/mol. The value obtained for the LUMO energy (spin up / spin down) is 4.81 / 4.59 eV. For the orbital gap (spin up / spin down), the calculation gives 7.779 / 7.478 eV.

Positions of all 8 atoms, in Å:
1 O 2.0544 -0.4426 0.6601
2 O -2.2634 -0.5432 0.0133
3 N 1.2982 -0.4232 -0.3209
4 N -1.1606 -0.2152 0.5920
5 C 0.4782 0.5981 -0.4577
6 H 0.5142 1.5249 0.1085
7 H -0.2208 0.5998 -1.3378
8 H -0.7002 -1.0986 0.7424

=====

Let's list DFT total energy in order: -21715.2608, -16181.3649, -8156.2542 eV.